Formula: C38H57ClNO22P
Source: OMol25
Level of theory: ωB97M-V/def2-TZVPD

Each line ends with the Löwdin charge.
CARTESIAN COORDINATES (ANGSTROEM)
Cl (2.58, -5.02, 1.78)  0.6799
P (1.17, -1.69, -0.80)  1.0615
O (-6.75, 5.87, -9.08)  0.1589
O (-12.72, 7.70, -6.21)  0.1654
O (8.16, -0.18, 7.71)  0.0366
O (-6.93, 4.57, -3.86)  0.0545
O (2.14, -2.91, -2.75)  -0.2550
O (11.77, -2.53, 8.28)  0.0686
O (-5.21, 0.47, -2.76)  0.0561
O (-10.86, 8.06, -5.00)  0.0366
O (10.49, -3.95, 7.16)  0.0478
O (-8.35, 6.83, -7.82)  0.0387
O (-3.09, 0.36, -2.01)  0.1562
O (6.23, -0.79, 3.26)  0.1508
O (7.94, -1.10, 9.75)  0.1560
O (-4.73, 1.22, -0.72)  0.0486
O (7.47, -1.25, 5.07)  0.0442
O (11.66, -2.38, 6.04)  0.1562
O (-8.51, 3.06, -3.35)  0.1425
O (-12.58, 9.44, -4.78)  0.0670
O (-7.65, 3.17, -5.42)  0.0703
O (8.20, -1.87, 3.08)  0.0559
O (7.38, 1.05, 9.37)  0.0663
O (-8.84, 6.15, -9.88)  0.0666
N (2.57, -5.78, -1.01)  0.0407
C (-6.08, 1.63, -0.98)  -0.1021
C (7.20, -1.26, 3.75)  -0.5769
C (-6.48, 0.73, -2.13)  -0.1030
C (2.84, -0.90, -0.88)  -0.2703
C (-6.82, 4.13, -6.11)  -0.0931
C (-0.72, -4.95, 0.40)  -0.0667
C (7.73, 1.05, 7.10)  -0.1046
C (-2.77, -4.04, 1.26)  -0.0541
C (10.50, -4.43, 8.51)  -0.0955
C (-1.70, -4.91, 1.38)  -0.0736
C (-12.12, 8.34, -5.40)  -0.5822
C (-0.79, -4.10, -0.70)  -0.2364
C (-4.23, 0.65, -1.85)  -0.5989
C (11.35, -2.91, 7.06)  -0.5851
C (0.77, -1.86, 1.00)  -0.4152
C (9.30, -2.09, 3.98)  -0.0967
C (0.26, -4.10, -1.79)  -0.1415
C (-6.03, 4.73, -4.97)  -0.0948
C (7.64, 1.97, 8.30)  -0.1014
C (-4.05, -2.26, 0.01)  -0.0447
C (10.98, -3.20, 9.27)  -0.0937
C (7.83, -0.16, 9.02)  -0.5704
C (-10.10, 6.48, -9.27)  -0.0949
C (-1.88, -3.25, -0.81)  -0.0146
C (-7.87, 6.25, -8.95)  -0.5870
C (4.84, -4.23, 0.52)  -0.2843
C (1.55, -0.98, 1.98)  -0.1540
C (-7.77, 3.55, -4.14)  -0.5887
C (2.27, -3.83, -3.80)  -0.0972
C (2.75, -4.34, -0.90)  -0.3412
C (-11.65, 9.80, -3.74)  -0.1044
C (-10.36, 9.16, -4.23)  -0.1040
C (-2.88, -3.20, 0.15)  -0.2589
C (3.33, -4.02, 0.49)  -0.6306
C (-9.67, 7.33, -8.09)  -0.1000
C (5.50, -3.82, 1.83)  -0.1135
C (1.60, -3.40, -1.49)  -0.4972
C (8.61, -2.08, 5.32)  -0.1210
H (-6.07, 2.69, -1.26)  0.1289
H (-5.11, 4.18, -4.76)  0.1335
H (-6.90, -0.22, -1.79)  0.1337
H (3.58, -4.12, -1.57)  0.1315
H (9.20, -1.66, 6.12)  0.1008
H (2.63, -1.02, 1.83)  0.0470
H (6.77, 0.89, 6.61)  0.1341
H (-4.26, -2.10, -1.05)  0.0746
H (9.50, -4.75, 8.78)  0.1349
H (-9.79, 9.82, -4.89)  0.1331
H (3.12, -3.00, 0.77)  0.0525
H (-6.22, 3.63, -6.86)  0.1390
H (11.19, -5.26, 8.58)  0.1317
H (2.63, -4.80, -3.47)  0.0741
H (-1.63, -5.57, 2.24)  0.1025
H (1.36, -1.32, 3.00)  0.0713
H (-9.72, 8.79, -3.44)  0.1337
H (6.58, -3.88, 1.71)  0.0714
H (-10.59, 5.56, -8.96)  0.1367
H (8.47, 1.35, 6.36)  0.1361
H (5.28, -2.78, 2.08)  0.0618
H (-7.47, 4.86, -6.60)  0.1084
H (-4.94, -2.71, 0.44)  0.0780
H (1.24, 0.07, 1.92)  0.0697
H (5.03, -5.28, 0.30)  0.1113
H (-6.68, 1.50, -0.08)  0.1328
H (-10.30, 7.22, -7.22)  0.1055
H (1.70, -6.12, -0.65)  0.0417
H (0.10, -5.64, 0.54)  0.0672
H (-0.16, -3.55, -2.63)  0.1153
H (10.16, -2.55, 9.57)  0.1179
H (1.33, -3.98, -4.34)  0.0895
H (-0.28, -1.58, 1.05)  0.0601
H (-11.60, 10.88, -3.66)  0.1324
H (-7.16, 1.20, -2.83)  0.1064
H (8.25, -3.08, 5.61)  0.1385
H (0.43, -5.12, -2.13)  0.1161
H (0.81, -2.89, 1.34)  0.0298
H (8.59, 2.48, 8.51)  0.1326
H (6.85, 2.70, 8.24)  0.1327
H (3.68, -1.59, -0.78)  0.0321
H (2.69, -6.10, -1.96)  0.0661
H (-12.00, 9.37, -2.80)  0.1340
H (-10.73, 7.00, -9.99)  0.1338
H (-1.94, -2.57, -1.66)  0.1187
H (-9.59, 8.39, -8.35)  0.1372
H (3.00, -3.42, -4.50)  0.0952
H (-3.86, -1.30, 0.48)  0.0834
H (5.27, -3.64, -0.29)  0.1134
H (2.92, -0.45, -1.87)  0.0307
H (2.93, -0.11, -0.14)  0.0301
H (-5.80, 5.79, -5.10)  0.1333
H (9.81, -3.02, 3.75)  0.1334
H (11.60, -3.44, 10.13)  0.1328
H (5.22, -4.48, 2.65)  0.0583
H (-3.54, -4.02, 2.03)  0.1072
H (10.01, -1.26, 3.87)  0.1328

Properties
charge	0
HOMO level	-7.50	eV
max |F|	0.4	eV/Å
HOMO-LUMO gap	7.75	eV
SMILES	CC[C@H](Cl)[C@@H](N)[C@](Cc1cccc(C)c1)(OC)P(C)CC.O=C1OCCO1.O=C1OCCO1.O=C1OCCO1.O=C1OCCO1.O=C1OCCO1.O=C1OCCO1.O=C1OCCO1

Formula: C38H57N5OPtSSbSi3
Source: OMol25
Level of theory: ωB97M-V/def2-TZVPD

Each line ends with the Löwdin spin population.
CARTESIAN COORDINATES (ANGSTROEM)
Pt (0.87, -0.30, 0.35)  1.5257
Sb (-1.44, 2.27, -0.38)  0.6472
S (-0.82, -1.23, -0.60)  0.6329
Si (-3.92, 2.74, 0.40)  0.0478
Si (-0.02, 4.53, 0.28)  0.0511
Si (-1.50, 1.66, -2.82)  0.0609
O (1.87, -2.09, 0.92)  0.1920
N (0.38, -3.65, 0.10)  0.0114
N (-1.86, -3.69, -0.21)  0.0309
N (0.16, 0.03, 2.58)  0.1719
N (2.74, -0.15, -1.18)  0.1569
N (2.38, 0.92, 1.26)  0.0561
C (2.88, -0.78, -2.37)  0.0115
C (1.47, 4.30, -0.77)  0.0041
C (3.47, 1.32, 0.55)  0.0090
C (2.22, 1.27, 2.54)  0.0079
C (-0.74, -3.01, -0.10)  0.0408
C (-3.70, 2.97, 2.24)  0.0035
C (-4.76, 1.18, -0.21)  0.0029
C (-1.34, 0.07, 4.42)  0.0079
C (-3.72, -3.34, -1.86)  0.0022
C (-1.82, -5.15, 0.02)  0.0028
C (5.13, -4.43, 0.09)  -0.0001
C (-2.30, 3.22, -3.41)  0.0536
C (0.64, 1.36, 4.49)  0.0064
C (2.59, -5.56, 0.09)  0.0044
C (2.72, -4.17, 0.25)  0.0124
C (-2.59, 0.18, -3.04)  0.0027
C (0.21, 4.39, 2.11)  -0.0001
C (-0.96, -0.41, 3.19)  0.0151
C (3.71, -6.36, -0.10)  0.0012
C (3.61, 0.82, -0.82)  0.0120
C (4.59, 1.25, -1.69)  0.0063
C (4.32, 2.45, 2.49)  0.0022
C (-4.41, 4.26, -0.50)  0.0221
C (1.59, -3.23, 0.44)  0.0165
C (4.75, 0.61, -2.92)  -0.0027
C (3.20, 2.02, 3.20)  -0.0003
C (-3.23, -3.16, -0.44)  0.0087
C (4.42, 2.15, 1.14)  -0.0006
C (3.89, -0.42, -3.26)  0.0071
C (-1.60, -5.57, 1.48)  0.0026
C (1.92, -1.92, -2.70)  0.0107
C (0.98, 0.87, 3.24)  0.0119
C (-1.74, -1.46, 2.48)  0.0209
C (-0.55, 0.99, 5.06)  -0.0039
C (-1.16, 5.81, -0.35)  0.0306
C (4.02, -3.61, 0.22)  0.0051
C (0.20, 1.47, -3.53)  -0.0006
C (4.97, -5.80, -0.08)  0.0054
H (-2.32, -5.17, 2.18)  0.0000
H (2.25, -2.41, -3.62)  0.0001
H (1.13, 3.84, 2.36)  -0.0001
H (-1.13, -2.37, 2.40)  -0.0005
H (-3.93, 4.34, -1.48)  0.0024
H (-3.37, 3.14, -3.25)  -0.0001
H (1.59, -5.98, 0.10)  0.0001
H (-1.91, 4.12, -2.98)  0.0040
H (-4.17, 0.29, 0.04)  0.0018
H (-3.08, 0.25, -4.02)  0.0003
H (1.28, 2.06, 4.98)  0.0012
H (-3.28, -2.13, -0.12)  0.0041
H (-2.05, 5.93, 0.29)  0.0000
H (-2.07, -1.18, 1.49)  0.0138
H (-0.86, 1.40, 6.01)  -0.0002
H (0.90, -1.57, -2.80)  0.0077
H (2.00, -2.65, -1.91)  -0.0003
H (-2.64, -1.77, 3.00)  0.0009
H (-3.05, 3.82, 2.41)  0.0001
H (-0.60, -5.32, 1.79)  0.0000
H (3.11, 2.25, 4.24)  0.0004
H (-0.98, -5.51, -0.56)  0.0009
H (2.18, 3.58, -0.34)  0.0000
H (-5.49, 4.25, -0.69)  0.0036
H (0.16, 1.68, -4.61)  0.0000
H (4.02, -0.91, -4.22)  0.0007
H (-3.91, -3.66, 0.27)  0.0019
H (-4.23, 5.15, 0.11)  0.0001
H (-0.67, 6.80, -0.41)  0.0060
H (-1.99, -0.73, -3.06)  0.0036
H (-5.76, 1.02, 0.23)  -0.0001
H (-3.10, -2.82, -2.57)  0.0007
H (5.24, 2.08, -1.42)  0.0013
H (5.07, 3.03, 2.97)  0.0001
H (2.06, 5.24, -0.85)  0.0007
H (0.99, 2.08, -3.10)  0.0000
H (-4.84, 1.23, -1.29)  0.0003
H (-3.76, -4.38, -2.16)  0.0002
H (0.24, 5.38, 2.59)  -0.0003
H (3.54, -7.41, -0.24)  0.0000
H (-3.26, 2.08, 2.69)  0.0014
H (5.49, 0.88, -3.66)  -0.0001
H (-4.73, -2.95, -1.92)  0.0001
H (6.14, -4.02, 0.11)  -0.0001
H (-3.39, 0.03, -2.32)  0.0006
H (-2.75, -5.55, -0.35)  0.0004
H (1.16, 3.98, -1.77)  0.0009
H (5.30, 2.49, 0.60)  0.0003
H (-1.64, -6.65, 1.54)  0.0002
H (4.11, -2.52, 0.33)  0.0002
H (-1.49, 5.58, -1.37)  0.0026
H (0.60, 0.46, -3.42)  0.0002
H (-4.63, 3.18, 2.77)  0.0000
H (-2.28, -0.27, 4.87)  0.0008
H (-0.63, 3.86, 2.55)  0.0005
H (-2.19, 3.27, -4.51)  0.0089
H (5.85, -6.43, -0.21)  0.0002

Properties
charge	+3
HOMO level (alpha / beta)	-15.07 / -15.63	eV
multiplicity	5
max |F|	1.7	eV/Å
HOMO-LUMO gap (alpha / beta)	6.96 / 5.10	eV
<S²>	6.017

Formula: C38H59FIN5O4S
Source: OMol25
Level of theory: ωB97M-V/def2-TZVPD

Each line ends with the Löwdin charge.
CARTESIAN COORDINATES (ANGSTROEM)
I (0.09, -3.57, 1.90)  1.0538
S (-1.39, -3.44, -1.53)  0.8559
F (2.34, 2.01, 1.23)  0.0950
O (1.19, -0.55, 2.19)  0.0898
O (3.37, 1.74, 3.16)  0.1890
O (6.07, -3.88, -0.47)  -0.1744
O (1.51, -1.17, -2.67)  0.1119
N (3.23, 2.55, -5.17)  0.1437
N (-4.87, 7.05, -2.64)  0.1421
N (-3.44, -1.33, 0.66)  0.1650
N (-2.17, 5.69, 4.30)  0.1494
N (-5.02, -5.84, 2.73)  0.1555
C (2.83, -0.54, 0.50)  -0.0979
C (-3.43, -4.88, 4.56)  -0.1923
C (3.18, 1.35, 2.06)  -0.4701
C (-5.00, 6.88, 1.15)  -0.1097
C (5.67, -2.09, -2.52)  -0.1854
C (-4.11, -3.83, 5.44)  -0.2600
C (-2.44, 0.10, -2.72)  -0.1061
C (1.80, -1.43, -1.52)  -0.2979
C (5.38, -4.46, -1.56)  -0.2186
C (3.83, 0.20, 1.35)  -0.0028
C (1.10, 1.65, -3.97)  -0.1961
C (0.45, 3.89, -2.94)  -0.0991
C (1.00, -2.28, 0.58)  -0.5724
C (-5.07, 7.76, -1.76)  -0.2423
C (-1.44, 3.71, 1.52)  -0.2659
C (-5.33, 8.66, -0.64)  -0.1938
C (-1.47, 5.21, 1.83)  -0.1841
C (5.34, -1.10, -1.40)  -0.1720
C (-4.53, -2.59, 4.66)  -0.1055
C (-2.88, 1.16, -1.73)  -0.2445
C (4.07, -0.27, -1.69)  -0.1111
C (1.63, -1.07, 1.19)  -0.3951
C (-3.00, -0.36, 0.24)  -0.2241
C (2.29, 2.15, -4.65)  -0.2347
C (-2.01, -5.13, -1.32)  -0.5211
C (-2.41, 0.87, -0.30)  -0.1829
C (5.86, -5.04, 1.68)  -0.0621
C (0.43, -3.58, -1.52)  -0.4417
C (-0.38, 2.95, 2.31)  -0.0887
C (-1.85, 5.48, 3.21)  -0.2409
C (-2.66, -5.39, 0.04)  -0.1997
C (4.82, -3.36, -2.47)  -0.1487
C (-4.57, 8.24, 0.62)  -0.2605
C (-4.32, -5.41, 3.53)  -0.2335
C (2.92, -0.71, -0.83)  -0.0813
C (1.05, -2.45, -0.75)  -0.2747
C (6.67, -4.84, 0.39)  -0.2551
C (0.02, 2.72, -3.82)  -0.2448
H (-6.07, 6.87, 1.38)  0.0792
H (-3.57, -5.98, -0.09)  0.0644
H (-1.22, -5.86, -1.51)  0.0726
H (-2.18, 5.70, 1.17)  0.1001
H (-0.36, 4.60, -2.82)  0.0727
H (-0.57, 3.00, 3.38)  0.0839
H (1.30, 4.41, -3.37)  0.0730
H (-2.67, 1.69, 0.36)  0.0873
H (-3.97, 1.26, -1.74)  0.1172
H (6.77, -5.80, -0.11)  0.1102
H (-2.76, -5.24, -2.09)  0.0587
H (7.67, -4.50, 0.64)  0.1157
H (-3.41, -3.54, 6.23)  0.1069
H (3.79, -3.14, -2.18)  0.0992
H (-2.95, -4.46, 0.53)  0.0316
H (6.01, -5.15, -2.12)  0.1220
H (4.61, 0.63, 0.72)  0.1324
H (-0.87, 2.24, -3.38)  0.0693
H (-4.81, 6.09, 0.42)  0.0697
H (0.73, 3.54, -1.94)  0.0686
H (0.61, 3.36, 2.13)  0.0660
H (-2.86, -0.88, -2.48)  0.0510
H (5.48, -1.61, -3.48)  0.1119
H (-0.49, 5.65, 1.63)  0.1238
H (0.76, -4.52, -1.06)  0.0819
H (-3.07, -5.71, 5.17)  0.1174
H (4.54, -5.05, -1.17)  0.1239
H (-2.00, -5.95, 0.71)  0.0458
H (-6.41, 8.68, -0.44)  0.1205
H (-1.24, 3.60, 0.45)  0.0979
H (6.18, -0.43, -1.22)  0.1150
H (6.73, -2.34, -2.51)  0.1156
H (-2.48, 2.13, -2.02)  0.0912
H (-4.46, 6.63, 2.06)  0.0597
H (4.27, -0.46, 2.09)  0.1490
H (1.40, 1.27, -2.99)  0.0953
H (-4.98, -4.27, 5.93)  0.1106
H (4.78, -3.78, -3.48)  0.1164
H (4.26, 0.79, -1.52)  0.1232
H (0.72, 0.80, -4.53)  0.1185
H (-5.26, -2.83, 3.89)  0.0736
H (-1.32, 0.78, -0.28)  0.1169
H (-3.67, -2.12, 4.17)  0.0726
H (-4.98, -1.85, 5.32)  0.0716
H (-2.42, 3.28, 1.70)  0.1036
H (-1.35, 0.00, -2.73)  0.0605
H (5.62, -6.09, 1.85)  0.0677
H (-2.76, 0.36, -3.73)  0.0804
H (6.41, -4.69, 2.56)  0.0666
H (-0.28, 3.09, -4.80)  0.1178
H (-0.37, 1.90, 2.02)  0.0594
H (-5.05, 9.67, -0.93)  0.1175
H (5.19, -1.67, -0.49)  0.1005
H (4.92, -4.50, 1.64)  0.0706
H (-2.55, -4.44, 4.07)  0.0924
H (-4.73, 9.00, 1.39)  0.1097
H (0.77, -3.52, -2.54)  0.0737
H (3.78, -0.36, -2.74)  0.1089
H (-3.50, 8.23, 0.41)  0.1071

Properties
charge	0
HOMO level	-8.62	eV
max |F|	0.6	eV/Å
energy above the lowest of the compared OMol25 structures with the same formula, charge and spin	0.0	kJ/mol
HOMO-LUMO gap	6.95	eV
SMILES	CCOCCCCCC1=C(CC(=O)F)C(=O)C(I)=C(CSCC)C1=O.CCCC#N.CCCC#N.CCCC#N.CCCC#N.CCCC#N

Formula: C38H60BBr2IN9O5
Source: OMol25
Level of theory: ωB97M-V/def2-TZVPD

Each line ends with the Löwdin charge.
CARTESIAN COORDINATES (ANGSTROEM)
I (5.23, -1.08, -2.76)  0.9024
Br (2.59, -4.64, 3.96)  0.8417
Br (2.21, -6.57, 1.26)  0.7940
O (3.99, -2.39, 1.12)  0.0064
O (2.92, 1.37, 4.17)  0.2085
O (-0.74, 2.01, 3.39)  0.2125
O (2.37, 0.79, 2.10)  -0.0459
O (4.25, -1.31, 3.05)  0.2204
N (-5.24, 2.14, 5.34)  0.1488
N (-0.62, -1.18, 2.51)  0.1630
N (-0.62, 0.65, -2.83)  0.1717
N (2.38, 1.79, 3.28)  0.1312
N (-0.93, 1.92, 0.93)  -0.0777
N (-3.47, -0.83, 2.10)  0.1739
N (5.97, -2.98, -6.72)  0.1584
N (6.66, 0.93, -8.88)  0.1411
N (-5.43, 4.91, 9.10)  0.1731
C (-5.68, -2.09, 1.52)  -0.1613
C (8.58, -2.88, -6.85)  -0.1836
C (5.72, 0.32, -8.64)  -0.2430
C (1.73, -4.05, 2.41)  -0.7359
C (7.12, -2.95, -6.78)  -0.2209
C (-2.67, 3.42, 7.37)  -0.2572
C (2.07, -1.55, 2.30)  0.0445
C (-2.81, 0.62, -4.24)  -0.1902
C (-4.16, 2.28, 5.71)  -0.2281
C (-5.58, -2.82, 0.17)  -0.2479
C (-6.56, 4.74, 9.17)  -0.2042
C (-0.14, -2.43, 2.55)  0.0450
C (-1.94, 1.00, 0.39)  -0.1044
C (0.15, -0.08, 2.34)  0.0316
C (-3.11, 4.84, 7.03)  -0.1352
C (3.30, 0.01, -9.12)  -0.2606
C (3.55, -1.73, 2.21)  -0.4773
C (-2.78, 2.46, 6.17)  -0.1947
C (4.48, -1.47, 0.11)  -0.2468
C (2.89, 1.44, -8.80)  -0.1118
C (1.22, -2.66, 2.41)  -0.1849
C (-2.58, 1.13, -5.67)  -0.2565
C (-4.44, -1.40, 1.86)  -0.1377
C (-8.01, 4.53, 9.28)  -0.1872
C (4.52, -0.46, -8.33)  -0.2123
C (-2.12, 2.58, -5.72)  -0.1045
C (-8.08, 2.53, 7.71)  -0.1126
C (-5.35, -1.87, -1.00)  -0.1023
C (8.78, -0.98, -5.17)  -0.1110
C (1.56, -4.80, 1.32)  -0.7637
C (-8.40, 3.06, 9.10)  -0.2604
C (0.90, -4.36, 0.06)  -0.1148
C (6.01, -3.24, -0.75)  -0.1394
C (1.54, -0.26, 2.26)  -0.1894
C (-1.58, 0.63, -3.45)  -0.2167
C (0.22, 1.92, 0.00)  -0.0811
C (9.19, -2.41, -5.53)  -0.2564
C (4.83, -2.32, -1.09)  -0.7985
B (-0.55, 1.38, 2.22)  -0.5661
H (2.47, -0.66, -8.90)  0.1060
H (1.37, -4.83, -0.80)  0.0706
H (-8.59, 3.11, 6.94)  0.0781
H (-2.52, 5.24, 6.21)  0.0730
H (-8.33, 4.88, 10.26)  0.1196
H (7.70, -0.91, -5.04)  0.0288
H (-6.49, -1.36, 1.50)  0.1336
H (9.25, -0.67, -4.24)  0.0731
H (2.00, 1.72, -9.36)  0.0693
H (-7.01, 2.55, 7.51)  0.0444
H (0.53, 0.92, -0.29)  0.0741
H (-6.50, -3.37, 0.02)  0.1142
H (-1.20, 2.84, 3.25)  0.1312
H (-4.77, -3.55, 0.21)  0.1115
H (-0.85, -3.22, 2.68)  0.1583
H (6.70, -2.74, -0.08)  0.0853
H (-8.41, 1.49, 7.62)  0.0724
H (-2.85, 3.24, -5.25)  0.0778
H (8.96, -3.87, -7.10)  0.1192
H (-5.32, -2.42, -1.93)  0.0761
H (-3.20, -0.39, -4.26)  0.1161
H (-3.26, 3.05, 8.20)  0.1032
H (-7.90, 2.45, 9.86)  0.1111
H (-2.39, 1.48, 6.45)  0.1189
H (9.07, -0.28, -5.96)  0.0804
H (3.71, -0.74, -0.13)  0.1090
H (-5.91, -2.80, 2.32)  0.1273
H (-2.00, 2.90, -6.76)  0.0752
H (-2.74, 0.85, 1.10)  0.0411
H (-3.51, 1.02, -6.23)  0.1101
H (3.50, -0.08, -10.19)  0.1119
H (3.68, 2.15, -9.05)  0.0724
H (-2.18, 2.82, 5.35)  0.0890
H (4.72, -1.51, -8.54)  0.0933
H (-1.63, -1.06, 2.61)  0.1014
H (-9.48, 2.98, 9.29)  0.1075
H (-1.52, 0.02, 0.12)  0.0812
H (6.51, -3.54, -1.67)  0.0538
H (-0.07, 2.43, -0.91)  0.0768
H (-6.16, -1.14, -1.07)  0.0822
H (5.34, -0.93, 0.49)  0.1315
H (-1.16, 2.71, -5.22)  0.0720
H (10.28, -2.46, -5.61)  0.1094
H (-1.84, 0.49, -6.17)  0.1128
H (-4.16, 4.87, 6.75)  0.0531
H (2.66, 1.55, -7.73)  0.0728
H (5.65, -4.15, -0.29)  0.0792
H (3.96, -2.94, -1.28)  0.0763
H (-2.98, 5.48, 7.90)  0.0634
H (4.32, -0.39, -7.26)  0.1128
H (-4.41, -1.33, -0.90)  0.0624
H (-8.51, 5.15, 8.54)  0.1219
H (0.95, -3.28, -0.09)  0.0824
H (-3.56, 1.25, -3.74)  0.1207
H (-1.63, 3.43, 7.69)  0.1082
H (-0.14, -4.66, 0.05)  0.0904
H (-2.35, 1.40, -0.54)  0.0860
H (8.87, -2.21, -7.66)  0.1241
H (8.91, -3.09, -4.72)  0.1082
H (1.05, 2.50, 0.41)  0.0877

Properties
charge	+1
HOMO level	-11.41	eV
max |F|	1.6	eV/Å
HOMO-LUMO gap	7.63	eV